ORCA calculation (the ωB97M-V functional and the def2-TZVPD basis) on an isolated molecule of C4H7NO2 in a non-equilibrium geometry.

* spin multiplicity: 1
* M: 101.10 g mol⁻¹
* E_tot: -9843.932 eV
* SMILES: O=C1CNC[C@@H]1O
* energy relative to the best compared isomer or geometry (same formula, charge and spin): 323.0 kJ/mol

Last columns: bonded neighbours and bond lengths (Å).
Positions of all 14 atoms, in Å:
1 O -0.9420 1.3457 -1.6894  C2 1.377, H8 0.978
2 C -0.7497 0.4867 -0.6304  O1 1.377, C3 1.845, C6 1.464, H9 1.102
3 C 0.0613 -1.1699 -0.6851  C2 1.845, N4 1.416, H10 1.069, H11 1.088
4 N 0.1406 -1.4340 0.7041  C3 1.416, C5 1.467, H12 1.010
5 C 0.6765 -0.1935 1.2759  N4 1.467, C6 1.527, H13 1.097, H14 1.091
6 C 0.2974 0.9167 0.2978  C2 1.464, C5 1.527, O7 1.216
7 O 0.8877 1.9659 0.1271  C6 1.216
8 H -0.2678 2.0443 -1.5708  O1 0.978
9 H -1.7187 0.2334 -0.1699  C2 1.102
10 H -0.8136 -1.0951 -1.2947  C3 1.069
11 H 1.0534 -1.0919 -1.1250  C3 1.088
12 H -0.6895 -1.7952 1.1524  N4 1.010
13 H 1.7707 -0.2365 1.3335  C5 1.097
14 H 0.2937 0.0233 2.2744  C5 1.091